Version w
The following is a quantum chemistry calculation of C8H24O4 as an isolated structure, from the OMol25 dataset.

Each line ends with the Löwdin charge.
Element x y z (Å)
C -23.99871 -5.21366 6.93521  -0.10
C -23.79997 -6.49311 7.54902  -0.31
O -22.39686 -6.78155 7.46935  -0.10
H -25.02186 -4.99638 6.62851  0.08
H -23.54089 -5.25860 5.94704  0.10
H -23.53883 -4.35552 7.42532  0.07
H -24.24217 -7.33328 7.01361  0.12
H -24.25931 -6.50300 8.53746  0.11
H -22.12797 -6.49592 8.34555  -0.09
C -18.48600 -8.34205 10.93646  -0.07
C -19.40498 -7.74153 12.08105  -0.32
O -20.00305 -8.80571 12.77185  -0.07
H -17.63266 -8.88426 11.34381  0.06
H -18.27181 -7.61824 10.15013  0.06
H -18.95116 -9.06536 10.26673  0.06
H -20.07308 -7.00018 11.64271  0.02
H -18.79566 -7.10024 12.71790  0.11
H -19.27737 -9.30696 13.15099  0.08
C -25.22625 -2.95800 9.01189  -0.06
C -23.92483 -3.37488 9.73350  -0.20
O -23.94777 -4.77894 10.01525  -0.05
H -25.11987 -1.90193 8.76389  0.08
H -26.19223 -3.12715 9.48769  0.08
H -25.25931 -3.30500 7.97913  0.05
H -23.79668 -2.69529 10.57602  0.12
H -23.08688 -3.11772 9.08557  0.14
H -24.53674 -5.06389 10.71775  0.17
C -21.45844 -5.64506 11.11142  -0.04
C -22.04121 -6.30698 9.81529  -0.28
O -22.41195 -5.36159 8.92198  -0.18
H -22.01637 -4.79981 11.51438  0.07
H -20.47565 -5.24899 10.85581  0.09
H -21.44558 -6.39420 11.90308  0.06
H -22.95473 -6.82454 10.10806  0.13
H -21.41561 -7.12260 9.45268  0.15
H -23.18687 -4.87167 9.20673  -0.16

Results
LUMO level, Ha: 0.0103
Highest occupied orbital energy, eV: -8.1
Kohn-Sham gap, eV: 8.410
Net charge: 0



Version x
The following is a quantum chemistry calculation of a 4-piece molecular cluster, C8H24O4 overall, from the OMol25 dataset.

Each line ends with the Löwdin charge.
Element x y z (Å)
C 3.44562 -9.81133 -15.93493  -0.06
C 3.18523 -8.77242 -14.90470  -0.37
O 3.84111 -8.92444 -13.73250  -0.06
H 3.05973 -10.73548 -15.50465  0.08
H 4.50069 -10.06094 -16.04733  0.08
H 3.04725 -9.70046 -16.94345  0.08
H 2.13270 -8.64611 -14.65109  0.12
H 3.33854 -7.76091 -15.28081  0.09
H 3.35274 -8.40352 -13.09082  0.07
C 1.19238 -5.52013 -10.81027  -0.08
C 1.63955 -6.89561 -11.14117  -0.39
O 2.66173 -6.73001 -11.96557  -0.07
H 0.27800 -5.63631 -10.22845  0.08
H 0.90909 -4.91463 -11.67121  0.09
H 1.92936 -5.02071 -10.18135  0.09
H 0.96157 -7.47022 -11.77225  0.13
H 1.87677 -7.46664 -10.24353  0.12
H 3.21486 -6.03221 -11.60680  0.10
C 5.65025 -9.72399 -10.97384  -0.12
C 6.46198 -9.78739 -12.19772  -0.31
O 5.87070 -10.74803 -13.11143  -0.09
H 6.20591 -9.17586 -10.21298  0.08
H 5.38577 -10.62298 -10.41710  0.08
H 4.67856 -9.27897 -11.18803  0.06
H 7.41601 -10.28706 -12.02964  0.11
H 6.56123 -8.74573 -12.50298  0.11
H 5.05547 -10.30508 -13.35799  0.02
C 2.58241 -5.11340 -16.18295  -0.11
C 2.06989 -3.71109 -16.04277  -0.31
O 3.10254 -3.00850 -15.30797  -0.09
H 3.50039 -5.14537 -16.76979  0.08
H 1.82626 -5.81121 -16.54270  0.08
H 2.86808 -5.51557 -15.21096  0.06
H 1.14055 -3.84493 -15.48913  0.10
H 1.83106 -3.12455 -16.92992  0.11
H 2.76252 -2.23725 -14.84845  0.07

Results
LUMO level, Ha: 0.0201
Highest occupied orbital energy, eV: -9.5
Kohn-Sham gap, eV: 10.094
SMILES string: CCO.CCO.CCO.CCO
Net charge: 0



Most favorable first, least favorable last: version x, version w



Version w
The following is a quantum chemistry calculation of an isolated ion of composition C10H15N2O and charge +1, from the OMol25 dataset.

Each line ends with the Löwdin charge.
Element x y z (Å)
C -2.18377 0.90056 0.30819  -0.40
C -2.99869 0.15682 1.37193  0.09
C 0.15648 0.99588 -0.04790  -0.20
C -3.60556 1.24173 0.41601  -0.03
C 1.31306 1.87361 -0.46074  -0.07
C 2.74504 1.29270 -0.28579  -0.14
C 2.51846 0.37004 0.89648  -0.16
C 1.66732 -0.87131 0.51129  -0.07
C -2.66934 -1.29455 -0.96496  0.02
C -0.84162 -1.02481 0.84533  0.03
N 0.30716 -0.31652 0.26168  0.02
N -2.23442 -0.50644 0.19202  -0.16
O -0.98545 1.63157 0.12334  0.17
H -3.85421 1.99647 1.11873  0.09
H -4.42806 1.12971 -0.28961  0.10
H 1.02055 2.15054 -1.51552  0.16
H 1.25023 2.76451 0.28171  0.18
H 3.05088 0.95165 -1.27284  0.12
H 3.37227 2.18476 -0.00514  0.14
H 3.37375 0.02952 1.46873  0.12
H 1.94104 0.86860 1.66055  0.12
H 2.06332 -1.40057 -0.32147  0.12
H 1.54874 -1.66105 1.32268  0.16
H -2.24648 -0.93113 -1.91466  0.11
H -2.40488 -2.33264 -0.89325  0.09
H -3.78881 -1.17778 -1.13552  0.13
H -0.97332 -0.66233 1.89566  0.15
H -0.70294 -2.03967 0.71983  0.11

Results
LUMO level, Ha: -0.1352
Highest occupied orbital energy, eV: -12.3
Kohn-Sham gap, eV: 8.593
Net charge: +1



Version x
The following is a quantum chemistry calculation of C10H15N2O as an isolated structure, from the OMol25 dataset.

Each line ends with the Löwdin charge.
Element x y z (Å)
C 1.70189 -0.28633 -0.74511  -0.04
C -3.29145 -0.20795 0.05195  -0.07
C 1.59493 1.00283 -1.06002  -0.03
C -2.57497 0.33075 1.06894  -0.08
C -1.48643 0.12481 -1.37837  -0.12
C 0.61752 -0.98087 -0.11255  -0.36
C -0.64190 0.54007 -0.29137  -0.21
C 0.06148 -2.22118 -0.84012  -0.02
C 0.82719 -1.20054 1.41115  0.00
C 0.58911 2.56137 0.47832  0.06
N -2.71653 -0.26985 -1.22854  0.12
N 0.36308 1.64768 -0.67444  -0.05
O -1.30528 0.72628 0.95271  -0.02
H 2.67388 -0.85594 -0.78829  0.17
H -4.27013 -0.45138 0.04958  0.08
H 2.30579 1.55696 -1.57119  0.12
H -3.01721 0.53691 2.11785  0.17
H -0.88849 0.05878 -2.28539  0.15
H 0.49221 -2.19815 -1.87239  0.10
H -1.01509 -1.90494 -1.00014  0.07
H 0.19388 -3.20799 -0.22493  0.13
H 1.23511 -2.23247 1.65147  0.12
H -0.08702 -0.92356 1.82655  0.04
H 1.54479 -0.28766 1.59325  0.12
H 1.42358 3.20268 0.19956  0.12
H -0.17580 3.25848 0.57713  0.09
H 0.54015 1.90071 1.36580  0.13
H -0.00211 2.14764 -1.51188  0.21

Results
LUMO level, Ha: -0.1333
Highest occupied orbital energy, eV: -12.1
Kohn-Sham gap, eV: 8.517
Net charge: +1



Most favorable first, least favorable last: version x, version w



Version w
The following is a quantum chemistry calculation of an isolated molecule of C2H6N4O2, from the OMol25 dataset.

Each line ends with the Löwdin charge.
Element x y z (Å)
C 1.44477 -1.09531 0.00869  -0.24
C -1.42356 1.10697 -0.01097  -0.25
H 3.34979 1.26072 0.15799  0.11
H 1.46646 -2.18609 0.14800  0.13
H -0.53583 -1.35236 -0.07247  0.10
H 0.57868 1.28686 0.00780  0.10
H -1.54033 2.17571 -0.05332  0.12
H -3.39414 -1.17135 -0.15846  0.11
N 2.58230 -0.51997 0.08511  0.00
N 0.17265 -0.64997 -0.23499  0.03
N -0.17273 0.65910 0.26138  0.04
N -2.53180 0.49998 -0.09778  -0.01
O 2.47612 0.89416 -0.12785  -0.13
O -2.47236 -0.90845 0.08689  -0.12

Results
LUMO level, Ha: 0.0255
Highest occupied orbital energy, eV: -8.3
Kohn-Sham gap, eV: 8.946
SMILES string: O/N=C\NN/C=N\O
Net charge: 0



Version x
The following is a quantum chemistry calculation of an isolated molecule of C2H6N4O2, from the OMol25 dataset.

Each line ends with the Löwdin charge.
Element x y z (Å)
C 1.36883 0.81974 -0.30041  -0.42
C -1.54442 -0.69083 -0.82138  -0.24
H 2.42214 0.42108 1.53926  0.11
H 2.92904 1.56951 0.46524  0.12
H 0.35642 1.90889 -1.67039  0.01
H -2.22821 -0.71804 -1.66498  0.14
H -2.79373 -1.66257 0.26186  0.14
H -0.58759 -1.27372 1.95579  0.22
N 2.58861 0.51931 0.47835  0.05
N 1.23819 1.85100 -1.18051  0.10
N -0.62065 0.07086 -0.95959  0.06
N -1.74962 -1.61798 0.19312  -0.04
O 0.28863 -0.01743 0.13888  -0.09
O -1.66762 -1.17983 1.56476  -0.15

Results
LUMO level, Ha: 0.0147
Highest occupied orbital energy, eV: -9.6
Kohn-Sham gap, eV: 9.991
SMILES string: [H]/N=C(/N)O/N=C\NO
Net charge: 0



Most favorable first, least favorable last: version w, version x



Version w
The following is a quantum chemistry calculation of an isolated ion of composition CH5N2O and charge +1, from the OMol25 dataset.

Each line ends with the Löwdin charge.
Element x y z (Å)
C -0.38933 0.26250 0.82725  -0.37
N 0.63001 0.92147 1.55422  0.13
N -0.04008 -0.34796 -0.47738  0.23
O 0.06974 -0.32516 1.95272  0.05
H -1.47495 0.57323 0.71214  0.20
H 1.58904 0.65373 1.22521  0.14
H 0.95910 -0.54385 -0.51571  0.17
H -0.15360 0.26104 -1.41635  0.25
H -0.76810 -1.06999 -0.72970  0.20

Results
LUMO level, Ha: -0.1691
Highest occupied orbital energy, eV: -15.6
Kohn-Sham gap, eV: 10.975
SMILES string: [NH3+][C@@H]1NO1
Net charge: +1



Version x
The following is a quantum chemistry calculation of an isolated ion of composition CH5N2O and charge +1, from the OMol25 dataset.

Each line ends with the Löwdin charge.
Element x y z (Å)
C 0.02585 0.62774 -0.06356  -0.54
N -0.40104 0.79214 -1.35955  0.36
N -0.21352 -0.66174 0.67374  0.27
O 1.28956 0.57276 -0.53260  0.12
H -0.11664 1.37844 0.68482  0.17
H -0.20506 0.21340 -2.09917  0.09
H -1.09700 -1.15130 0.80848  0.19
H 0.22462 -0.52285 1.61785  0.20
H 0.49323 -1.24859 0.26999  0.16

Results
LUMO level (alpha / beta), Ha: -0.2623 / -0.2663
Highest occupied orbital energy (alpha / beta), eV: -16.7 / -16.8
Kohn-Sham gap (alpha / beta), eV: 9.579 / 9.515
Net charge: +1



Most favorable first, least favorable last: version w, version x